[1]
Computed, not measured: C16H17N4ORu as an isolated structure in a non-equilibrium geometry, with ωB97M-V with the def2-TZVPD basis set.

Geometry as XYZ:
```
39
Properties=species:S:1:pos:R:3
Ru -11.767 5.681 -8.823
N -12.087 6.279 -6.915
C -10.916 6.754 -6.190
C -10.538 6.308 -4.924
C -9.282 6.689 -4.443
C -8.421 7.417 -5.216
C -8.865 7.987 -6.388
C -10.134 7.726 -6.875
C -10.437 8.295 -8.184
C -9.807 9.460 -8.664
C -9.980 9.890 -9.973
C -10.875 9.181 -10.854
C -11.606 8.220 -10.283
C -11.366 7.620 -9.036
H -12.470 5.485 -6.398
H -12.808 7.033 -6.961
H -11.165 5.596 -4.343
H -8.990 6.231 -3.483
H -7.359 7.569 -4.900
H -8.068 8.502 -6.985
H -9.132 10.006 -7.988
H -9.429 10.791 -10.345
H -11.085 9.492 -11.884
H -12.414 7.792 -10.860
N -8.076 5.449 -12.454
C -9.452 5.253 -12.222
C -9.946 5.260 -10.888
N -11.261 5.045 -10.695
C -12.063 4.583 -11.670
C -11.515 4.674 -12.945
N -10.237 5.024 -13.279
H -7.788 6.235 -11.924
H -7.849 5.722 -13.487
H -9.259 5.204 -10.060
H -13.136 4.361 -11.499
H -12.123 4.419 -13.807
O -11.488 3.550 -8.269
H -10.698 3.257 -7.703
H -11.468 2.940 -9.082
```

Output
Spin multiplicity: 5
E in eV: -27424.765
Maximum force in hartree/bohr: 0.084
Net charge: +3
Kohn-Sham gap (spin up / spin down) in eV: 7.9 / 4.2

[2]
Computed, not measured: C16H17N5O2S as an isolated structure in a non-equilibrium geometry, with ωB97M-V with the def2-TZVPD basis set.

Geometry as XYZ:
```
41
Properties=species:S:1:pos:R:3
C -5.613 0.303 -1.523
N -4.717 -0.238 -0.529
C -3.479 0.426 -0.285
C -2.956 1.156 -1.203
C -1.737 1.539 -1.078
C -1.139 1.338 0.305
C -1.782 0.455 1.342
C -2.961 0.072 0.800
H -3.423 -0.568 1.576
H -1.145 0.303 2.086
N 0.121 2.197 0.469
C 0.962 1.861 1.341
O 0.874 0.971 2.353
C 2.434 2.551 1.270
H 3.149 1.944 1.719
H 2.269 3.476 1.663
S 3.033 2.339 -0.442
C 2.756 0.763 -0.765
N 3.220 0.342 -2.048
N 2.699 -0.993 -1.677
C 2.143 -1.180 -0.651
N 2.108 0.086 0.212
C 1.631 -2.251 0.056
C 0.955 -2.495 1.386
C 0.649 -3.736 1.015
C 1.153 -4.428 0.069
O 1.677 -3.714 -0.695
H 1.041 -5.284 -0.346
H 0.068 -4.448 2.165
H 0.895 -1.823 2.019
H 2.867 -1.620 -2.567
H 0.487 2.518 -0.460
H -1.276 2.409 -1.637
H -3.517 1.323 -2.125
C -5.609 -0.975 0.538
H -4.954 -1.563 0.919
H -5.756 -0.247 1.217
H -6.524 -1.265 0.418
H -5.883 1.419 -1.476
H -6.732 -0.094 -1.552
H -5.077 0.066 -2.402
```

Output
Spin multiplicity: 1
E in eV: -39231.633
Maximum force in hartree/bohr: 0.321
Kohn-Sham gap in eV: 7.4
Energy above the lowest of the compared OMol25 structures with the same formula, charge and spin in kcal per mole: 399.3

[3]
Computed, not measured: C16H17NO4 in the gas phase in a non-equilibrium geometry, with ωB97M-V with the def2-TZVPD basis set.

Geometry as XYZ:
```
38
Properties=species:S:1:pos:R:3
C -5.413 -0.920 -0.138
C -4.688 -2.011 -0.278
C -3.192 -2.030 -0.394
O -2.690 -0.715 -0.310
C -1.363 -0.505 -0.408
C -0.398 -1.486 -0.586
C 0.943 -1.155 -0.659
C 1.352 0.173 -0.576
C 2.727 0.573 -0.691
C 3.859 -0.068 -0.315
C 5.188 0.502 -0.654
O 5.458 1.475 -1.304
O 6.118 -0.315 -0.092
N 5.489 -1.318 0.619
C 4.212 -1.220 0.493
C 3.329 -2.162 1.225
C 0.373 1.174 -0.444
C -0.964 0.859 -0.338
O -1.987 1.737 -0.201
C -1.718 3.118 -0.055
C -1.242 3.481 1.349
H -6.486 -0.960 -0.061
H -4.952 0.052 -0.097
H -5.138 -2.994 -0.321
H -2.773 -2.652 0.413
H -2.910 -2.488 -1.355
H -0.684 -2.522 -0.672
H 1.670 -1.927 -0.843
H 2.900 1.546 -1.142
H 3.049 -2.998 0.586
H 3.873 -2.560 2.078
H 2.425 -1.657 1.558
H 0.702 2.200 -0.405
H -2.679 3.600 -0.255
H -1.000 3.456 -0.813
H -1.113 4.557 1.423
H -1.980 3.162 2.080
H -0.297 2.997 1.581
```

Output
Spin multiplicity: 1
E in eV: -26545.169
Maximum force in hartree/bohr: 0.022
Kohn-Sham gap in eV: 7.6
Energy above the lowest of the compared OMol25 structures with the same formula, charge and spin in kcal per mole: 89.7

[4]
Computed, not measured: C16H18B2IrN6O2 as an isolated structure in a non-equilibrium geometry, with ωB97M-V with the def2-TZVPD basis set.

Geometry as XYZ:
```
45
Properties=species:S:1:pos:R:3
C 2.418 -0.559 -0.307
N 1.172 -0.600 -0.853
N 1.277 -0.461 -2.226
C 2.586 -0.427 -2.529
C 3.324 -0.479 -1.355
B 0.089 -0.294 -3.236
N -0.887 -1.472 -2.958
N -1.231 -1.863 -1.670
C -2.163 -2.838 -1.776
C -2.301 -3.180 -3.128
C -1.473 -2.321 -3.832
Ir -0.351 -1.306 0.182
N -0.599 1.079 -2.879
N -0.927 1.190 -1.554
C -1.480 2.369 -1.347
C -1.506 3.081 -2.560
C -0.933 2.232 -3.512
H -1.808 2.611 -0.342
H -0.741 2.334 -4.577
H -1.901 4.072 -2.688
H 0.460 -0.264 -4.371
H -1.234 -2.249 -4.888
H 2.875 -0.396 -3.569
H -2.941 -3.957 -3.511
H 4.390 -0.457 -1.249
H -2.669 -3.233 -0.901
H 2.547 -0.597 0.770
H -2.173 -0.310 0.521
C -2.105 -1.330 1.015
H -2.924 -1.928 0.601
H -1.109 -2.198 1.089
H -2.213 -1.110 2.086
O -0.251 -0.357 2.981
B 0.209 -0.004 1.659
O 1.050 1.169 1.812
C 1.142 1.410 3.157
C 2.042 2.202 3.850
C 2.065 2.075 5.247
C 1.224 1.184 5.924
C 0.334 0.369 5.222
C 0.323 0.500 3.849
H 2.710 2.880 3.319
H 2.758 2.688 5.825
H 1.246 1.107 7.011
H -0.323 -0.359 5.696
```

Output
Spin multiplicity: 6
E in eV: -34062.278
Maximum force in hartree/bohr: 0.138
Net charge: +4
Kohn-Sham gap (spin up / spin down) in eV: 8.4 / 4.0
Energy above the lowest of the compared OMol25 structures with the same formula, charge and spin in kcal per mole: 0.0